{"formula": "C44H31BFO7", "method": "ωB97M-V/def2-TZVPD", "lumo_energy_ev": 0.21, "gap_ev": 4.68, "charge": -1, "symbols": ["C", "C", "F", "B", "O", "H", "H", "H", "H", "H", "H", "H", "C", "C", "C", "C", "C", "C", "C", "O", "C", "C", "C", "C", "C", "C", "C", "O", "H", "H", "H", "H", "H", "H", "H", "H", "C", "C", "C", "C", "C", "C", "C", "O", "C", "C", "C", "C", "C", "C", "C", "O", "H", "H", "H", "H", "H", "H", "H", "H", "C", "C", "C", "C", "C", "C", "C", "O", "C", "C", "C", "C", "C", "C", "C", "O", "H", "H", "H", "H", "H", "H", "H", "H"], "coordinates": [[-2.4385, -7.0482, -1.2022], [-3.5947, -6.2116, -0.6350], [-3.0969, -4.8608, -0.4675], [-4.9604, -6.2309, -1.5271], [-5.5327, -7.6172, -1.4662], [-1.6436, -6.3789, -1.5475], [-1.9972, -7.7373, -0.4725], [-2.7810, -7.6316, -2.0583], [-3.7953, -6.5234, 0.4050], [-5.7374, -5.3728, -1.0805], [-4.6641, -5.9838, -2.6979], [-5.8986, -7.7515, -0.5948], [-1.4791, -3.8802, 1.6740], [-1.4879, -3.3314, 2.9502], [-0.9673, -2.0648, 3.1715], [-0.4288, -1.3416, 2.1131], [-0.3859, -1.9118, 0.8343], [-0.9189, -3.1760, 0.6183], [0.1836, -1.1649, -0.3184], [0.2699, -1.6539, -1.4236], [0.6356, 0.2405, -0.0748], [1.1463, 0.9758, -1.1400], [1.5950, 2.2713, -0.9371], [1.5308, 2.8411, 0.3303], [1.0035, 2.1206, 1.3885], [0.5600, 0.8167, 1.1926], [0.0523, 0.0417, 2.3637], [0.0373, 0.5339, 3.4745], [-1.9430, -4.8355, 1.4719], [-1.9339, -3.8816, 3.7692], [-0.9941, -1.6044, 4.1503], [-0.9386, -3.5886, -0.3811], [1.1869, 0.5077, -2.1148], [2.0058, 2.8355, -1.7645], [1.9124, 3.8392, 0.4996], [0.9537, 2.5391, 2.3850], [-3.7859, -0.5675, -2.1427], [-2.7327, 0.2195, -1.6905], [-2.4366, 1.4232, -2.3077], [-3.2019, 1.8568, -3.3845], [-4.2711, 1.0760, -3.8333], [-4.5550, -0.1367, -3.2128], [-5.1195, 1.5165, -4.9732], [-6.0733, 0.8707, -5.3501], [-4.7556, 2.8013, -5.6477], [-5.5099, 3.2232, -6.7377], [-5.1951, 4.4085, -7.3806], [-4.1258, 5.1804, -6.9370], [-3.3736, 4.7655, -5.8512], [-3.6852, 3.5745, -5.2030], [-2.8571, 3.1490, -4.0340], [-1.9385, 3.8385, -3.6412], [-3.9947, -1.5208, -1.6731], [-2.1346, -0.1083, -0.8523], [-1.6134, 2.0394, -1.9702], [-5.3773, -0.7322, -3.5857], [-6.3363, 2.6045, -7.0611], [-5.7820, 4.7341, -8.2301], [-3.8810, 6.1067, -7.4412], [-2.5378, 5.3467, -5.4853], [7.6461, 4.7947, 4.0947], [8.3918, 4.0777, 5.0251], [8.0541, 2.7692, 5.3266], [6.9669, 2.1693, 4.6994], [6.2201, 2.8876, 3.7664], [6.5635, 4.2020, 3.4670], [5.0450, 2.2736, 3.0785], [4.3956, 2.8970, 2.2685], [4.6977, 0.8706, 3.4334], [3.6044, 0.2765, 2.8132], [3.2480, -1.0240, 3.1316], [3.9882, -1.7386, 4.0668], [5.0844, -1.1547, 4.6822], [5.4439, 0.1520, 4.3694], [6.6252, 0.7562, 5.0442], [7.2902, 0.1316, 5.8437], [7.9119, 5.8176, 3.8609], [9.2375, 4.5433, 5.5148], [8.6183, 2.1901, 6.0452], [5.9674, 4.7373, 2.7404], [3.0452, 0.8509, 2.0859], [2.3897, -1.4828, 2.6555], [3.7075, -2.7543, 4.3138], [5.6759, -1.6928, 5.4106]], "forces_ev_per_angstrom": [[-0.04, 0.10, 0.09], [0.12, -0.16, 0.11], [0.09, 0.10, -0.10], [0.01, 0.02, -0.06], [0.10, -0.04, -0.23], [-0.08, -0.02, -0.01], [-0.01, 0.06, -0.03], [-0.03, -0.01, 0.03], [-0.02, -0.03, -0.10], [-0.01, -0.01, 0.01], [-0.02, 0.04, 0.00], [-0.14, -0.04, 0.22], [-0.01, -0.02, 0.02], [0.02, 0.06, 0.00], [-0.03, -0.01, -0.03], [-0.01, -0.03, 0.07], [-0.06, 0.00, -0.02], [-0.05, 0.00, 0.00], [0.04, 0.08, -0.06], [0.03, -0.05, 0.02], [0.02, 0.00, -0.04], [0.01, 0.03, 0.01], [-0.01, -0.07, 0.01], [-0.02, -0.02, 0.04], [0.00, 0.03, -0.03], [-0.01, 0.03, 0.02], [-0.03, 0.03, -0.02], [0.02, -0.01, -0.01], [0.04, 0.02, 0.02], [0.02, 0.00, 0.00], [0.01, -0.01, 0.00], [0.01, 0.00, 0.02], [0.00, 0.01, 0.01], [-0.02, 0.00, 0.00], [-0.03, 0.01, -0.02], [0.00, 0.00, -0.01], [0.00, -0.02, -0.05], [0.01, 0.06, -0.01], [-0.03, -0.02, 0.02], [0.04, 0.01, 0.04], [-0.02, -0.06, 0.01], [0.02, 0.01, 0.01], [0.02, 0.01, 0.00], [0.00, 0.00, -0.01], [-0.04, 0.00, -0.03], [0.02, 0.03, -0.01], [-0.01, -0.04, 0.02], [0.02, -0.01, 0.04], [-0.02, 0.00, -0.02], [0.02, 0.04, -0.01], [-0.02, -0.02, -0.01], [0.01, 0.00, -0.01], [-0.01, 0.00, 0.00], [-0.04, -0.04, 0.02], [0.00, 0.00, 0.00], [0.01, 0.00, 0.01], [0.01, 0.01, 0.00], [0.00, 0.00, 0.01], [0.00, -0.01, 0.00], [-0.01, 0.00, 0.00], [-0.04, -0.02, -0.02], [-0.01, -0.04, 0.01], [0.00, 0.03, -0.02], [0.04, 0.00, 0.02], [-0.01, 0.05, -0.01], [0.03, -0.01, 0.02], [0.03, -0.10, 0.09], [-0.02, 0.14, -0.09], [-0.02, -0.04, -0.04], [0.01, -0.02, -0.02], [0.02, 0.06, -0.01], [0.05, 0.02, 0.03], [-0.03, 0.00, -0.03], [0.00, -0.06, 0.04], [-0.01, 0.01, -0.01], [0.00, 0.01, 0.00], [0.00, -0.01, 0.00], [-0.01, 0.00, 0.00], [-0.01, 0.01, 0.00], [0.00, 0.00, 0.00], [0.07, -0.05, 0.05], [0.03, -0.01, 0.01], [0.00, 0.01, 0.00], [-0.01, 0.00, -0.01]], "mulliken_charge": [-1.062, 0.026, -0.314, 0.488, -0.754, 0.273, 0.234, 0.338, 0.036, -0.224, -0.254, 0.240, -0.367, -0.613, -0.681, 0.117, 0.742, -0.976, 0.477, -0.666, 0.665, -0.725, -0.771, -0.420, -0.625, 0.114, 0.849, -0.712, 0.308, 0.420, 0.505, 0.552, 0.486, 0.481, 0.455, 0.424, -0.932, 0.022, -0.782, 0.051, 0.356, -0.884, 0.660, -0.658, 0.128, -0.537, -0.473, -0.476, -0.544, 0.198, 0.539, -0.677, 0.651, 0.520, 0.608, 0.490, 0.476, 0.392, 0.392, 0.464, -0.530, -0.471, -0.564, 0.136, 0.098, -0.459, 0.461, -0.637, -0.303, -0.023, -0.158, -0.906, -0.712, 0.343, 0.620, -0.676, 0.393, 0.397, 0.471, 0.474, 0.574, 0.519, 0.420, 0.482]}

---

{"formula": "C44H31Cl3N3O4PS5W", "method": "ωB97M-V/def2-TZVPD", "lumo_energy_ev": [3.22, 3.22], "gap_ev": [5.59, 5.67], "charge": -2, "symbols": ["W", "S", "C", "S", "S", "S", "C", "C", "C", "C", "C", "C", "N", "C", "C", "C", "C", "C", "C", "C", "H", "H", "H", "H", "H", "H", "H", "H", "Cl", "C", "C", "C", "Cl", "C", "O", "C", "Cl", "C", "H", "H", "N", "P", "C", "C", "C", "C", "C", "C", "C", "C", "C", "C", "C", "C", "C", "C", "C", "C", "C", "C", "H", "H", "H", "H", "H", "H", "H", "H", "H", "H", "H", "H", "H", "H", "H", "N", "C", "C", "C", "C", "C", "C", "S", "O", "O", "O", "H", "H", "H", "H", "H", "H"], "coordinates": [[0.1201, 0.4977, 0.1250], [3.5959, 3.0246, 2.0242], [2.3568, 2.1670, 1.3587], [2.5303, 0.6570, 0.4703], [0.6825, 2.5974, 1.4029], [-4.4403, 1.0725, 1.2068], [-4.4017, 1.1243, -0.5261], [-5.4467, 1.3082, -1.4229], [-5.1732, 1.2049, -2.7745], [-3.8809, 0.9072, -3.2186], [-2.8397, 0.7420, -2.3253], [-3.0968, 0.8784, -0.9614], [-2.1763, 0.6960, 0.0604], [-2.7335, 0.7095, 1.2298], [-1.9579, 0.4355, 2.4136], [-2.5434, 0.2885, 3.6759], [-1.7520, -0.0367, 4.7567], [-0.3785, -0.2075, 4.5685], [0.1900, -0.0443, 3.3176], [-0.5798, 0.2824, 2.1936], [-6.4527, 1.5052, -1.0718], [-5.9720, 1.3394, -3.4936], [-3.6920, 0.8020, -4.2803], [-1.8328, 0.5050, -2.6461], [-3.6162, 0.4073, 3.8011], [-2.1913, -0.1690, 5.7385], [0.2495, -0.4663, 5.4135], [1.2642, -0.1497, 3.2090], [-2.5210, -4.8901, -4.1457], [-1.9432, -3.8616, -2.8610], [-0.8096, -3.0966, -3.0557], [-0.3753, -2.2826, -2.0276], [1.0252, -1.2824, -2.2281], [-1.0176, -2.2024, -0.7782], [-0.6172, -1.4402, 0.1959], [-2.1717, -2.9996, -0.6489], [-3.0549, -2.8994, 0.8416], [-2.6326, -3.8199, -1.6617], [-0.2643, -3.1364, -3.9883], [-3.5251, -4.4122, -1.5160], [0.0469, 1.6848, -1.4159], [-0.0520, 3.1282, -1.9695], [-0.0838, 3.0856, -3.7874], [-0.0051, 4.2492, -4.5494], [-0.0154, 4.1785, -5.9345], [-0.0920, 2.9412, -6.5663], [-0.1524, 1.7786, -5.8113], [-0.1475, 1.8496, -4.4220], [1.3156, 4.2697, -1.6301], [2.5990, 3.7539, -1.8093], [3.7061, 4.5635, -1.6071], [3.5355, 5.8924, -1.2393], [2.2594, 6.4072, -1.0600], [1.1467, 5.5976, -1.2514], [-1.5673, 4.0106, -1.4718], [-2.5847, 4.3319, -2.3649], [-3.7683, 4.8975, -1.9051], [-3.9435, 5.1454, -0.5515], [-2.9334, 4.8237, 0.3476], [-1.7521, 4.2561, -0.1089], [0.0732, 5.2119, -4.0560], [0.0472, 5.0857, -6.5226], [-0.0912, 2.8855, -7.6482], [-0.1935, 0.8125, -6.2994], [-0.1643, 0.9525, -3.8132], [2.7247, 2.7066, -2.0607], [4.6993, 4.1456, -1.7042], [4.4018, 6.5201, -1.0668], [2.1268, 7.4383, -0.7536], [0.1525, 5.9977, -1.0932], [-2.4694, 4.1198, -3.4201], [-4.5606, 5.1264, -2.6077], [-4.8707, 5.5789, -0.1947], [-3.0657, 5.0030, 1.4077], [-0.9688, 3.9935, 0.5937], [2.0490, -2.5902, 1.1354], [2.5880, -3.7948, 0.6499], [3.5910, -3.7728, -0.3200], [4.1164, -4.9575, -0.8196], [3.6398, -6.1856, -0.3814], [2.6206, -6.2120, 0.5624], [2.1030, -5.0310, 1.0784], [4.3654, -7.7264, -0.9504], [5.2491, -8.1276, 0.1397], [5.0670, -7.3803, -2.1800], [3.2306, -8.6216, -1.1394], [1.4171, -2.7088, 1.9136], [2.7306, -1.8717, 1.3339], [3.9560, -2.8158, -0.6775], [4.8969, -4.9455, -1.5704], [2.2385, -7.1707, 0.8915], [1.3115, -5.0620, 1.8216]], "forces_ev_per_angstrom": [[-0.19, 1.17, -0.04], [0.03, 0.05, -0.04], [0.03, -0.04, 0.04], [-0.31, -0.16, 0.03], [0.35, -0.29, -0.01], [-0.08, -0.03, 0.15], [0.07, 0.02, 0.10], [-0.07, 0.01, -0.02], [0.00, 0.03, 0.02], [0.07, 0.03, 0.00], [0.08, 0.02, -0.03], [0.05, -0.14, -0.14], [0.16, 0.12, -0.42], [-0.38, 0.10, 0.05], [0.11, -0.07, 0.32], [-0.02, 0.03, -0.03], [-0.03, -0.01, 0.05], [0.00, 0.01, -0.05], [0.04, 0.06, 0.04], [-0.12, -0.17, 0.02], [0.04, -0.01, -0.01], [0.01, -0.01, 0.01], [0.01, 0.00, 0.02], [-0.13, 0.01, 0.05], [0.03, 0.00, 0.00], [0.01, 0.01, -0.02], [0.00, -0.01, 0.00], [0.02, -0.01, -0.01], [-0.01, -0.01, -0.02], [-0.03, -0.01, 0.04], [0.05, 0.04, -0.04], [0.05, -0.01, 0.09], [0.02, -0.12, -0.17], [-0.10, 0.11, 0.10], [0.44, -0.16, -0.14], [0.00, -0.02, -0.06], [-0.02, -0.02, 0.01], [-0.02, 0.02, 0.06], [0.00, 0.00, 0.02], [0.02, 0.01, 0.00], [0.18, -0.37, 0.08], [-0.26, 0.07, 0.10], [0.02, -0.05, -0.01], [-0.02, -0.01, -0.06], [-0.01, -0.04, 0.03], [0.00, 0.01, 0.05], [0.00, 0.01, 0.06], [0.02, 0.03, -0.07], [0.04, -0.10, 0.00], [0.04, 0.04, 0.14], [-0.08, -0.02, 0.03], [-0.02, -0.03, 0.01], [-0.01, -0.01, -0.01], [0.06, 0.00, -0.06], [0.01, 0.04, 0.01], [-0.06, -0.03, 0.03], [0.00, -0.04, 0.00], [0.01, -0.02, 0.00], [0.02, -0.04, -0.09], [-0.13, 0.05, 0.01], [0.00, 0.00, 0.00], [0.00, 0.00, 0.00], [0.00, 0.00, 0.01], [0.00, 0.01, 0.01], [0.06, 0.04, -0.04], [0.00, 0.00, 0.01], [0.00, 0.01, -0.01], [-0.02, -0.01, 0.00], [0.01, -0.02, 0.00], [0.01, -0.01, 0.00], [0.00, 0.00, -0.01], [0.01, 0.01, 0.01], [0.01, -0.01, -0.01], [0.00, -0.01, -0.01], [-0.11, 0.12, -0.08], [0.14, -0.27, 0.06], [0.00, 0.08, 0.04], [0.04, -0.05, 0.05], [-0.05, -0.02, 0.02], [0.00, -0.02, 0.04], [0.00, 0.11, -0.03], [-0.01, -0.09, -0.09], [-0.02, 0.09, 0.06], [0.03, -0.04, 0.01], [0.04, 0.03, -0.07], [-0.05, -0.06, 0.00], [-0.03, 0.02, -0.03], [-0.03, 0.04, -0.12], [-0.01, 0.01, 0.00], [-0.01, 0.00, 0.02], [0.01, 0.01, -0.01], [0.01, 0.00, -0.01]], "mulliken_charge": [0.134, -0.316, 0.282, -0.519, -0.578, -0.588, 1.311, -0.632, -0.666, -0.880, 0.297, -1.816, 1.169, 0.481, 1.184, -0.780, -0.835, -0.749, -0.562, 0.066, 0.423, 0.402, 0.461, 0.174, 0.371, 0.370, 0.441, 0.473, -0.278, 0.443, -0.857, 0.903, -0.042, -0.706, -0.605, 0.583, -0.232, -0.767, 0.486, 0.431, 1.132, 0.567, 0.161, -0.453, -0.711, -0.489, -0.757, -0.296, 0.879, -0.582, -0.707, -0.462, -0.660, -0.351, 0.698, -0.596, -0.588, -0.612, -1.006, -0.082, 0.453, 0.402, 0.372, 0.451, -0.030, 0.419, 0.403, 0.368, 0.392, 0.377, 0.322, 0.378, 0.369, 0.425, 0.309, -0.124, 0.474, -0.215, -0.692, -0.082, -0.751, -0.480, 1.271, -0.700, -0.729, -0.717, 0.076, 0.230, 0.386, 0.420, 0.347, 0.310]}

---

Calculated values (kcal per mole) of ΔE to the lowest compared entry with this formula, charge and spin for the records, taken in order: 0.0; 24.0.